[1]
2 unconnected molecules or ions with the total composition C25H21BF4NO5. Source: OMol25; level of theory: ωB97M-V/def2-TZVPD.

The geometry in XYZ format:
```
57
C25H21BF4NO5 (ωB97M-V/def2-TZVPD)
F -4.38820 2.95004 0.46498
C -4.18906 1.62204 0.78507
C -5.21754 0.70861 0.49946
C -4.93296 -0.64596 0.69241
F -5.92611 -1.57310 0.42825
C -3.71330 -1.10603 1.15870
C -2.69610 -0.15612 1.45250
C -1.35939 -0.59923 1.61590
C -0.28420 0.07528 1.04601
C 0.66425 -0.66062 0.34843
C 1.96923 -0.17582 0.05242
C 3.05495 -1.06823 -0.20412
C 4.34771 -0.56624 -0.16657
F 5.40737 -1.43868 -0.26279
C 4.62858 0.79960 0.01279
C 3.53516 1.66207 0.14967
F 3.76578 3.01040 0.33182
C 2.22497 1.21271 0.12884
C -2.97658 1.23324 1.32990
H -6.20344 1.05381 0.21625
H -3.51816 -2.16669 1.26796
H -1.18401 -1.65479 1.68173
H -0.18750 1.16946 1.17071
H 0.42420 -1.69397 0.10659
H 2.85922 -2.14203 -0.29757
H 5.64038 1.18028 -0.01432
H 1.40245 1.90821 0.29620
H -2.23184 1.97604 1.62797
C -2.78306 -4.18510 7.80615
C -2.46115 -2.90968 7.21637
C -2.27776 -1.62405 7.67259
C -1.74378 -0.88987 6.56836
C -1.62294 -1.75334 5.48394
B -0.73618 -1.98211 4.13876
N 0.47130 -3.04806 4.17937
C 1.14018 -3.20069 5.51484
C -0.10071 -4.33711 3.62742
C -1.35653 -3.92245 2.90837
O -1.98146 -4.55025 2.08615
O -1.72586 -2.64461 3.27102
C 1.47998 -2.40338 3.24884
C 1.24234 -0.94507 3.50067
O 2.06045 -0.04999 3.49822
O -0.09757 -0.73713 3.75968
O -2.10438 -2.98015 5.89036
H -2.84002 -4.10174 8.89191
H -3.75269 -4.56426 7.45241
H -2.02755 -4.94903 7.56284
H -2.43233 -1.25881 8.69902
H -1.48644 0.16654 6.54484
H 2.17521 -3.58191 5.37869
H 1.18524 -2.22087 6.02588
H 0.58779 -3.91367 6.15080
H 0.57347 -4.82874 2.91424
H -0.30121 -5.02713 4.45790
H 2.52203 -2.66838 3.48714
H 1.31597 -2.66866 2.19040
```

Values from the calculation:
spin multiplicity	1
charge	+1
relative energy (zero: lowest compared OMol25 entry of this formula, charge and spin)	10.1	kcal/mol
HOMO energy	-10.56	eV
orbital gap	4.589	eV
LUMO level	-5.973	eV

[2]
A molecular structure, C25H67CuO9. Source: OMol25; level of theory: ωB97M-V/def2-TZVPD.

The geometry in XYZ format:
```
102
C25H67CuO9 (ωB97M-V/def2-TZVPD)
Cu 13.72668 9.59447 10.29926
C 14.97440 12.20362 10.68950
O 13.79966 11.40047 10.42283
H 14.63264 13.15168 11.06532
H 15.49956 11.76332 11.54608
H 15.68412 12.22424 9.88527
C 10.65321 12.16426 14.20053
C 11.99842 12.32543 13.40320
C 13.20350 11.45748 13.83395
O 11.69036 11.99232 12.07330
H 9.80522 12.45408 13.60258
H 10.55776 12.69716 15.17750
H 10.60817 11.03665 14.31012
H 12.29112 13.47294 13.48363
H 14.08165 11.89255 13.25389
H 13.05797 10.43784 13.58165
H 13.41753 11.53008 14.87294
H 12.53467 11.89324 11.55992
C 10.57279 6.32276 12.76845
C 11.24418 7.62336 13.12031
C 12.24594 7.40166 14.24552
O 11.91452 8.09254 11.85304
H 11.24698 5.54494 12.38362
H 9.88053 6.56116 12.01328
H 9.88347 5.96485 13.58164
H 10.49655 8.42637 13.39541
H 12.92812 8.27670 14.42757
H 12.89755 6.55844 13.96951
H 11.72714 7.20923 15.15014
H 11.42956 8.81471 11.56415
C 14.96108 10.79929 5.69232
C 14.37201 11.66567 6.69564
C 12.96875 12.23351 6.32986
O 14.40913 10.90885 7.88318
H 15.90861 10.50273 6.10427
H 15.10793 11.14723 4.67422
H 14.35822 9.93822 5.45789
H 14.96121 12.56374 6.79086
H 13.14217 13.04285 5.61870
H 12.50685 12.70023 7.21209
H 12.16315 11.52758 5.88537
H 14.05396 11.40667 8.67885
C 17.60292 14.69279 11.93372
C 17.74004 15.82521 10.94878
C 16.75335 15.57255 9.81288
O 17.64076 17.19307 11.45936
H 17.95368 13.73369 11.55166
H 16.54052 14.67212 12.20260
H 18.05524 15.02451 12.86446
H 18.78092 15.82501 10.61324
H 16.79475 16.32972 8.99816
H 15.73375 15.66295 10.14249
H 16.86363 14.53428 9.44337
H 16.83065 17.26174 11.98022
C 18.17342 13.09242 6.45043
C 18.67383 11.64364 6.66168
C 18.05069 11.05893 7.93799
O 18.51360 10.88483 5.51813
H 18.60295 13.66545 5.57947
H 18.52959 13.68070 7.38509
H 17.12415 13.04398 6.51930
H 19.68121 11.81698 6.87330
H 18.58926 10.08167 8.11116
H 17.00935 10.79490 7.81890
H 18.14046 11.69800 8.76710
H 19.26058 11.12257 4.93461
C 14.86586 7.01976 7.84505
C 13.48852 7.06801 8.49452
C 12.80392 5.70076 8.64166
O 13.65026 7.64133 9.81012
H 15.20608 8.03094 7.63937
H 14.67005 6.62349 6.87440
H 15.60929 6.46789 8.34195
H 12.81325 7.75716 7.94026
H 13.47726 5.10818 9.23991
H 12.72761 5.31183 7.61784
H 11.82998 5.76490 9.15214
H 12.89702 7.61434 10.38926
C 12.02441 15.83932 9.10864
C 12.32293 15.12989 10.40129
C 12.79363 16.25134 11.45895
O 11.16122 14.53862 10.97470
H 11.52087 15.21465 8.34110
H 12.96012 16.38606 8.85531
H 11.23485 16.56965 9.32275
H 13.04988 14.35933 10.20464
H 12.86841 15.72218 12.42559
H 11.89746 16.89743 11.50221
H 13.69642 16.89607 11.29079
H 11.44019 13.81272 11.51972
C 9.07463 11.41102 9.49699
C 9.81817 10.30566 10.27956
C 9.02685 9.02144 10.07787
O 11.17072 10.12087 9.69759
H 9.03381 11.16674 8.42790
H 9.39803 12.38960 9.59444
H 8.03320 11.38558 9.82458
H 10.00984 10.65322 11.33252
H 9.38101 8.42387 9.21225
H 7.94224 9.23558 9.93861
H 9.04440 8.31416 10.92413
H 11.58132 10.96190 10.04853
```

Values from the calculation:
spin multiplicity	1
charge	0
relative energy (zero: lowest compared OMol25 entry of this formula, charge and spin)	29.7	kcal/mol
HOMO energy	-8.26	eV
orbital gap	8.866	eV
LUMO level	0.604	eV

[3]
3 unconnected molecules or ions with the total composition CH10NO2. Source: OMol25; level of theory: ωB97M-V/def2-TZVPD.

The geometry in XYZ format:
```
14
CH10NO2 (ωB97M-V/def2-TZVPD)
C 0.05684 -1.40939 -0.70260
N -0.07030 -0.27279 0.25561
H 0.65648 -2.18542 -0.23603
H -0.95370 -1.79793 -0.80803
H 0.31837 -0.99257 -1.67423
H 0.84598 0.12720 0.49047
H -0.46651 -0.61215 1.17453
H -0.62249 0.44592 -0.25625
H 3.18437 0.69063 1.46596
H 3.03676 1.49805 0.17896
O 2.53649 0.94592 0.79288
H -3.30666 0.82720 0.30067
H -2.64875 1.81978 -0.66605
O -2.56688 0.91555 -0.31588
```

Values from the calculation:
expectation value of S²	0.75
spin multiplicity	2
charge	0
relative energy (zero: lowest compared OMol25 entry of this formula, charge and spin)	6.7	kcal/mol
HOMO energy (alpha / beta)	-2.84 / -11.81	eV
orbital gap (alpha / beta)	3.698 / 12.430	eV
LUMO level (alpha / beta)	0.857 / 0.616	eV

[4]
C6H14N2O2 in the gas phase. Source: OMol25; level of theory: ωB97M-V/def2-TZVPD.

The geometry in XYZ format:
```
24
C6H14N2O2 (ωB97M-V/def2-TZVPD)
C -0.64741 -0.71420 1.70345
C -0.53433 -0.69933 0.16747
C -1.50667 -1.81305 -0.31697
C -0.93937 0.60607 -0.49904
C 1.39477 1.43821 -0.70178
C 1.77810 0.16640 0.00306
H -0.25419 -1.63950 2.08780
H -1.70956 -0.55593 1.87021
H -0.10918 0.13880 2.19367
H -2.44632 -1.66467 0.13426
H -1.09619 -2.81344 -0.02217
H -1.62415 -1.78290 -1.40735
H -1.13934 0.53187 -1.56426
H -1.85919 1.00922 -0.10735
H -0.07989 3.02878 0.92600
H 1.53248 1.53731 -1.81573
H 1.91472 2.27844 -0.30759
H 2.74536 -0.23763 -0.33125
H 1.85038 0.37751 1.06708
H 0.77878 -0.63305 -2.02968
N 0.02750 1.71566 -0.38594
N 0.87491 -0.98402 -0.18188
O 0.08392 2.09991 0.98937
O 0.96486 -1.39044 -1.47138
```

Values from the calculation:
spin multiplicity	1
charge	0
relative energy (zero: lowest compared OMol25 entry of this formula, charge and spin)	115.4	kcal/mol
HOMO energy	-8.27	eV
orbital gap	8.963	eV
LUMO level	0.692	eV

[5]
A molecular structure, C31H49BN2O2P2Pt. Source: OMol25; level of theory: ωB97M-V/def2-TZVPD.

The geometry in XYZ format:
```
88
C31H49BN2O2P2Pt (ωB97M-V/def2-TZVPD)
Pt 0.44539 -0.23416 0.25663
C 3.76271 1.89364 3.12117
C 2.52868 1.08988 2.70860
C 2.88608 -0.40114 2.68111
C 1.40972 1.30994 3.73744
P 1.81689 1.50397 1.04377
C 3.28599 1.60586 -0.12056
N 3.22826 0.38842 -0.89417
B 2.06055 -0.44128 -0.85942
N 2.29500 -1.48813 -1.81654
C 1.30113 -2.49026 -2.09813
P 0.02872 -2.27856 -0.74911
C 0.37019 -3.68010 0.44663
C -0.03362 -5.05379 -0.08336
C 1.88314 -3.68028 0.74183
C -0.37272 -3.38674 1.76185
C -1.59368 -2.48278 -1.63909
C -1.79233 -1.18404 -2.43560
C -2.72951 -2.62317 -0.61644
C -1.63251 -3.65883 -2.61586
C 3.51600 -1.26808 -2.44036
C 4.16529 -1.95221 -3.44207
C 5.41827 -1.49128 -3.85619
C 5.99544 -0.36595 -3.28108
C 5.35072 0.33386 -2.25836
C 4.11096 -0.10253 -1.85197
C 1.10379 3.23885 1.04235
C 0.48755 3.48957 -0.35623
C 2.14040 4.32143 1.34554
C -0.03735 3.32021 2.05670
H 3.96792 1.69313 4.17603
H 3.61696 2.96377 3.01171
H 4.65477 1.60307 2.56532
H 3.34622 -0.67034 3.63574
H 3.59264 -0.64024 1.87865
H 1.99233 -1.01172 2.54749
H 1.67488 0.80231 4.66808
H 0.45612 0.90567 3.39055
H 1.27535 2.37120 3.96519
H 4.21536 1.70853 0.44091
H 3.19375 2.48531 -0.74257
H 1.71001 -3.49987 -2.07267
H 0.82767 -2.34421 -3.07446
H 0.42578 -5.27229 -1.04993
H -1.11363 -5.15143 -0.18100
H 0.30363 -5.81754 0.62283
H 2.46852 -4.08087 -0.08900
H 2.06887 -4.31369 1.61298
H 2.24789 -2.67261 0.96733
H -1.45000 -3.34690 1.62944
H -0.06446 -2.42973 2.17780
H -0.14232 -4.17508 2.48250
H -1.85504 -0.31804 -1.77983
H -2.72758 -1.26059 -2.99471
H -0.98861 -1.02117 -3.15813
H -2.67058 -1.85648 0.15303
H -2.71758 -3.59955 -0.13212
H -3.68759 -2.51742 -1.13107
H -0.84712 -3.59559 -3.37105
H -2.58956 -3.63573 -3.14451
H -1.55719 -4.62411 -2.11711
H 3.72740 -2.83405 -3.88085
H 5.94355 -2.02102 -4.64032
H 6.95987 -0.02082 -3.63052
H 5.79426 1.21808 -1.82785
H 1.22770 3.60076 -1.13883
H -0.08371 4.42034 -0.31750
H -0.20906 2.69187 -0.62369
H 3.02002 4.24409 0.70552
H 2.46191 4.28143 2.38597
H 1.69463 5.30559 1.17843
H -0.72699 2.50039 1.93103
H -0.59196 4.24599 1.88553
H 0.32484 3.33229 3.08973
O -2.16611 1.19038 -0.01058
C -2.25771 0.57509 1.07117
O -1.31945 -0.15463 1.57509
C -3.53451 0.66060 1.87337
C -3.67223 -0.01024 3.08564
C -4.86064 0.07221 3.79471
C -5.92272 0.80874 3.29077
C -5.78876 1.48005 2.08311
C -4.59792 1.40773 1.37895
H -2.83456 -0.58485 3.46559
H -4.96327 -0.44732 4.73876
H -6.85464 0.86139 3.84059
H -6.61516 2.05874 1.69087
H -4.46884 1.92093 0.43535
```

Values from the calculation:
spin multiplicity	1
charge	0
HOMO energy	-7.63	eV
orbital gap	8.221	eV
LUMO level	0.588	eV

[6]
8 unconnected molecules or ions with the total composition C22H48O14S5. Source: OMol25; level of theory: ωB97M-V/def2-TZVPD.

The geometry in XYZ format:
```
89
C22H48O14S5 (ωB97M-V/def2-TZVPD)
C -0.08067 2.66413 -5.08990
C 0.70531 3.05823 -6.40449
C 0.26089 2.22394 -7.60187
O 0.35778 3.17436 -8.62740
C 0.33364 4.41768 -8.07170
O 0.21597 5.41920 -8.75014
O 0.36789 4.32185 -6.78132
H 0.15869 1.63653 -4.81630
H -1.14436 2.71270 -5.32294
H 0.21496 3.34568 -4.29229
H 1.76824 3.13360 -6.17516
H -0.72455 1.76464 -7.67965
H 0.93420 1.36686 -7.61513
C -7.32324 -3.11262 -10.13335
C -5.96282 -3.74076 -9.68101
C -4.71637 -3.47769 -10.48928
O -3.73026 -3.11951 -9.47989
C -4.41903 -2.89189 -8.24419
O -3.86675 -2.48913 -7.17094
O -5.66037 -3.16159 -8.38080
H -7.67313 -3.57038 -11.05863
H -7.37145 -2.05707 -10.40092
H -8.09294 -3.44993 -9.43918
H -6.11728 -4.81943 -9.65435
H -4.94548 -2.69611 -11.21367
H -4.25562 -4.28571 -11.05753
C -5.60801 3.97371 1.29931
C -5.79241 2.72694 2.20632
C -5.61533 2.90768 3.71351
O -6.68095 2.13317 4.19391
C -7.61366 1.89008 3.28618
O -8.70798 1.51187 3.57016
O -7.08220 2.27088 2.11188
H -5.89363 3.88207 0.25140
H -4.64990 4.49309 1.28011
H -6.12239 4.72831 1.89437
H -4.96974 2.10219 1.85848
H -5.62949 3.90977 4.14213
H -4.77268 2.33202 4.09645
C 6.30233 -0.76898 -6.24810
S 6.57222 -0.08398 -4.57465
O 6.02272 -1.11852 -3.58799
C 8.31560 -0.34935 -4.61600
H 6.56402 -1.82459 -6.32091
H 6.83922 -0.23324 -7.03093
H 5.21764 -0.70486 -6.16178
H 8.62201 -1.34408 -4.29237
H 8.87300 0.38424 -4.03355
H 8.76574 -0.31480 -5.60810
C -5.63569 -2.44410 8.59980
S -4.06329 -3.54920 8.82748
O -4.60704 -4.92457 8.80310
C -3.65021 -3.28017 7.09364
H -6.09350 -2.30290 9.57886
H -6.37610 -3.14266 8.21007
H -5.42421 -1.55841 8.00069
H -2.91527 -3.89426 6.57320
H -3.72758 -2.23103 6.80830
H -4.44715 -3.64384 6.44500
C 9.57156 0.54442 6.81634
S 9.02004 1.43426 5.24844
O 10.19664 2.16742 4.65303
C 8.51138 0.00403 4.15811
H 8.89160 0.20020 7.59561
H 10.21163 1.28459 7.29651
H 10.27192 -0.25026 6.55927
H 7.88502 0.50912 3.42281
H 7.89199 -0.65629 4.76510
H 9.40787 -0.35831 3.65502
C 1.51260 -0.60796 1.91122
S 0.31367 -1.99426 1.62069
O -0.99843 -1.40468 2.12456
C 0.31134 -1.92752 -0.24111
H 1.89502 -0.81799 2.91009
H 1.10622 0.39832 2.01290
H 2.37792 -0.63684 1.24903
H 1.29841 -1.69741 -0.64217
H -0.43271 -1.18682 -0.53412
H -0.11373 -2.85249 -0.63077
C 1.35003 0.38292 8.33312
S 3.05252 0.15465 9.03621
O 3.99329 -0.12786 7.88917
C 3.50979 1.85608 9.75756
H 0.58630 0.23551 9.09672
H 1.08642 -0.45888 7.69283
H 1.36245 1.30192 7.74712
H 2.67852 2.14527 10.40057
H 3.59217 2.62114 8.98555
H 4.40923 1.83774 10.37300
```

Values from the calculation:
spin multiplicity	1
charge	0
relative energy (zero: lowest compared OMol25 entry of this formula, charge and spin)	130.1	kcal/mol
HOMO energy	-8.68	eV
orbital gap	8.807	eV
LUMO level	0.126	eV

Question: Among the records above, which one has the highest charge?
Answer: C25H21BF4NO5

Question: Number 4 is which compound?
Answer: C6H14N2O2

Question: Look up the charge of the fourth one.
Answer: 0

Question: Number 1 is which compound?
Answer: C25H21BF4NO5